1.
This record from OMol25 describes a structure of composition C9H17InN2 in a non-equilibrium geometry. The level of theory is wB97M-V/def2-TZVPD.

Values from the calculation:
- HOMO energy: -15.65 eV
- HOMO-LUMO gap: 6.06 eV
- Net charge: +2

Cartesian coordinates (Å):
In: -0.450277 0.500954 -0.616728
N: -1.100691 -1.175052 1.007363
N: 0.335054 1.159691 1.741445
C: 2.552606 -0.341554 -0.238310
C: 1.892921 -1.174551 -1.176619
C: -2.330242 0.919397 -1.882446
C: 1.699751 1.019234 -1.894558
C: -2.150150 -0.494655 -1.873856
C: 0.010289 0.086066 2.741940
C: -1.294581 -0.562408 2.352553
C: 1.362918 -0.344196 -2.216310
C: 2.442838 1.001868 -0.675452
H: -2.813784 -1.134881 -1.280557
H: -0.296669 -1.794782 0.960467
H: -1.904175 -1.706222 0.694922
H: 3.155883 -0.685916 0.599668
H: 0.939823 -0.688172 -3.167607
H: 2.925346 1.865945 -0.216608
H: 1.890928 -2.265606 -1.178833
H: -2.112912 0.169603 2.329170
H: 1.350329 1.252561 1.644942
H: -2.060804 1.520332 -2.759755
H: -0.045677 0.515721 3.750848
H: -3.087155 1.404372 -1.253371
H: 0.820248 -0.662122 2.753064
H: 1.553587 1.879760 -2.550417
H: -1.594426 -1.322586 3.080809
H: -0.010445 2.063309 2.051754
H: -1.680527 -1.006117 -2.727511

Atoms 1-3, force components in eV/Å:
3.73 -0.44 1.30
0.05 1.01 -0.83
-0.04 -0.55 -0.55

---

2.
This record from OMol25 describes a cluster of 2 separate species, C4H5N3O in total in a non-equilibrium geometry. The level of theory is wB97M-V/def2-TZVPD.

Values from the calculation:
- ΔE to the lowest compared entry with this formula, charge and spin: 889.44 kJ/mol
- HOMO energy: -7.99 eV
- HOMO-LUMO gap: 7.47 eV
- Net charge: 0

Cartesian coordinates (Å):
O: -2.414378 -0.576695 -0.203466
N: 1.985949 -0.453655 0.027942
N: 1.171799 -1.414496 -0.124854
N: -1.829347 0.780098 -0.057863
C: -0.093084 -0.971106 0.278611
C: 0.434160 1.356002 0.008188
C: 1.725803 0.946960 0.062159
C: -0.636627 0.451732 -0.029915
H: 2.529496 1.595043 -0.041061
H: -3.514811 -0.240695 0.860769
H: 0.187606 2.557480 0.041937
H: -0.757878 -1.699933 0.358522
H: 2.990297 -0.683498 -0.423271

Atoms 1-3, force components in eV/Å:
-5.89 3.02 4.34
7.30 3.05 -3.02
-5.99 0.80 3.30

---

3.
This record from OMol25 describes an isolated molecule of C5H5ClN2S in a non-equilibrium geometry. The level of theory is wB97M-V/def2-TZVPD.

Values from the calculation:
- ΔE to the lowest compared entry with this formula, charge and spin: 109.55 kJ/mol
- HOMO energy (spin up / spin down): -6.98 / -6.98 eV
- HOMO-LUMO gap (spin up / spin down): 7.02 / 7.03 eV
- Net charge: 0

Cartesian coordinates (Å):
Cl: -4.459337 -0.276546 0.012779
S: 2.161085 -1.982446 0.028762
N: -2.769003 -0.504674 -0.058962
N: 0.437826 -0.060830 -0.017703
C: -0.653695 0.753030 0.007805
C: -2.045569 0.564558 0.034003
C: 2.719389 -0.360794 -0.037535
C: 0.554204 -1.398101 0.017222
C: 1.699624 0.516754 -0.055193
H: -0.305121 -2.032720 0.059232
H: 3.763312 -0.128391 -0.057689
H: -0.363022 1.793697 0.029535
H: -2.552293 1.530136 0.133259
H: 1.812600 1.586331 -0.095521

Atoms 1-3, force components in eV/Å:
-0.10 0.33 0.04
-0.27 0.49 -0.06
1.33 -0.86 0.01

---

4.
This record from OMol25 describes a structure of composition C25H47Cl2MnNO3Si2 in a non-equilibrium geometry. The level of theory is wB97M-V/def2-TZVPD.

Values from the calculation:
- Spin multiplicity: 5
- Expectation value of S²: 6.49
- HOMO energy (spin up / spin down): -9.31 / -9.38 eV
- HOMO-LUMO gap (spin up / spin down): 4.91 / 6.67 eV
- Net charge: +1

Cartesian coordinates (Å):
Mn: 0.073964 -0.098889 1.324998
Cl: -0.669996 -0.635787 8.298642
Cl: 1.932639 -3.563151 4.643483
Si: -3.210062 0.027970 0.935818
Si: 3.197604 0.449531 0.299198
O: 0.856472 0.727893 -3.321211
O: 0.861606 -1.560037 2.743169
O: -0.454612 -1.175013 -1.907287
N: -0.361301 0.755198 3.309157
C: 1.492641 0.106896 -0.350955
C: 3.636796 0.205906 2.103295
C: 2.100973 0.758034 -5.447097
C: 0.618399 -1.315024 3.980646
C: -1.594461 -1.105723 -4.155883
C: -1.465353 2.187207 4.917658
C: -1.717138 -1.108217 1.001099
C: 0.986079 -2.214212 5.039618
C: -1.650848 -0.894153 -2.651513
C: 0.337939 2.189514 -3.146949
C: -3.996668 0.114460 2.647749
C: -4.477857 -0.775023 -0.217056
C: -2.787287 1.777003 0.354561
C: -0.075311 -0.097152 4.344074
C: -0.419196 -3.568784 -1.844585
C: -1.026781 1.898957 3.616547
C: 3.646620 2.251773 -0.030411
C: 4.474071 -0.628937 -0.595783
C: -0.488240 0.147176 5.695181
C: 2.233358 0.491661 -3.978194
C: 0.262637 -2.329850 -2.377018
C: -0.566785 2.477355 -4.303315
C: -1.212143 1.323688 5.967424
C: 0.576883 -1.974873 6.350959
C: -0.153379 -0.831285 6.674999
H: 3.410434 1.083688 2.717317
H: -1.709326 1.937085 0.186741
H: -3.305824 1.994010 -0.595253
H: -1.436105 1.808944 -4.324441
H: -1.810334 -1.867145 1.806073
H: 1.238401 2.807798 -3.116027
H: -1.199960 2.591273 2.792128
H: 1.087445 0.870669 -1.024948
H: -0.038358 2.423861 -5.261500
H: -0.586524 -3.499223 -0.763644
H: 4.718756 2.393216 -0.217094
H: 5.502986 -0.442137 -0.250902
H: 3.379613 2.898014 0.815125
H: -1.392847 -2.155861 -4.404531
H: -5.478822 -0.355235 -0.031694
H: -2.601714 -0.864116 -4.518743
H: -0.866541 -0.447928 -4.660712
H: -0.950948 3.500655 -4.203755
H: -0.186013 2.171325 -2.187505
H: -3.129793 2.514933 1.100315
H: 1.405049 -0.830641 -0.883045
H: 0.831653 -2.694242 7.115938
H: -4.219707 -0.627826 -1.277279
H: -1.526865 -1.657044 0.055831
H: -4.495531 -1.857305 -0.008856
H: -2.439459 -1.535284 -2.199613
H: 4.265558 -1.695443 -0.430014
H: -1.367577 -3.703812 -2.371064
H: -1.886692 0.157020 -2.412028
H: -3.322346 0.529950 3.407343
H: 2.457172 -0.547807 -3.740392
H: 1.311172 0.161051 -5.916853
H: 0.206283 -4.447253 -2.044999
H: 3.143550 -0.647274 2.585026
H: 0.251045 -2.294835 -3.481222
H: 3.046379 0.469380 -5.922179
H: 1.027503 0.427357 -2.364638
H: 1.314118 -2.256648 -2.040131
H: 2.924821 1.170128 -3.472636
H: 4.715559 0.030054 2.222265
H: 3.116231 2.638390 -0.906602
H: -1.543766 1.530056 6.976917
H: 1.944560 1.816402 -5.674779
H: -4.912400 0.731560 2.628099
H: -4.282012 -0.898544 2.967759
H: 4.453579 -0.453324 -1.680301
H: -2.023701 3.108011 5.089450

Atoms 1-3, force components in eV/Å:
1.11 -1.05 1.23
-0.15 0.17 0.46
0.26 -0.58 -0.09

---

| no. | E (eV) |
| --- | --- |
| 1 | -17743.7155 |
| 2 | -10738.3963 |
| 3 | -31600.7607 |
| 4 | -106433.6745 |